{"formula": "C4H9O3S", "method": "the ωB97M-V functional and the def2-TZVPD basis", "total_charge": -1, "energy_ha": -781.7941, "multiplicity": 1, "homo_energy_ev": -4.53, "fmax_ev_per_a": 1.07, "lumo_energy_ev": 2.8, "elements": ["O", "C", "O", "C", "C", "C", "S", "H", "H", "H", "H", "H", "H", "H", "H", "H", "O"], "xyz": [[-0.609, 1.819, 0.020], [0.130, 1.412, 0.956], [0.600, 2.075, 1.904], [0.388, -0.118, 1.015], [0.758, -0.714, -0.334], [0.293, -2.159, -0.488], [0.989, -2.849, -2.007], [-0.514, -0.512, 1.488], [1.212, -0.258, 1.706], [0.436, -0.106, -1.176], [1.850, -0.795, -0.391], [0.533, -2.722, 0.420], [-0.788, -2.166, -0.559], [0.683, -4.130, -1.812], [-2.072, 3.070, 0.097], [-1.533, 4.177, -0.654], [-2.356, 3.977, -0.186]], "atomic_forces_ev_per_a": [[0.08, -0.22, -0.15], [-0.25, 0.37, 0.67], [0.00, -0.14, -0.34], [0.26, 0.83, -0.19], [0.59, -0.89, 0.08], [-0.69, 0.35, 0.39], [0.27, -0.01, -0.08], [-0.10, -0.34, -0.30], [0.04, -0.17, 0.25], [-0.30, 0.12, 0.08], [0.04, 0.42, -0.02], [0.35, -0.12, -0.33], [-0.30, -0.06, -0.11], [-0.11, -0.21, 0.05], [-0.13, 0.51, 0.01], [-0.22, 0.26, 0.08], [0.46, -0.72, -0.09]]}